{"formula": "C3H5PS", "method": "ωB97M-V/def2-TZVPD", "elements": ["C", "C", "C", "P", "S", "H", "H", "H", "H", "H"], "positions_angstrom": [[-0.6666, -0.7100, -0.0440], [1.5233, 0.2078, 0.0966], [0.6821, -0.8822, 0.1079], [-1.2659, 1.0904, 0.1334], [3.2543, 0.3518, 0.2880], [-1.3091, -1.4701, -0.4735], [1.1856, 1.1902, -0.2817], [1.0737, -1.9281, 0.1009], [-2.2888, 0.9013, 1.0750], [-2.1886, 1.2489, -1.0026]], "nbo_charge": [-0.330, -0.258, -0.308, 0.238, -0.023, 0.223, 0.224, 0.241, -0.002, -0.004], "smiles": "P/C=C\\C=S", "homo_lumo_gap_ev": [7.2, 7.2], "de_lowest_kcal_mol": 45.1}